# 1
DFT (the ωB97M-V functional and the def2-TZVPD basis) results for a structure of composition C12H24KO9.

Atoms and positions in Å:
1 K -0.12075 -1.68906 -1.64983
2 O 0.86735 -1.13225 0.89989
3 O -5.10291 -2.38167 -0.70674
4 O -4.72478 -0.46571 0.07200
5 O 2.84628 2.34495 -2.35681
6 O 1.20407 0.80844 -1.84502
7 O 2.56873 -2.61874 1.47035
8 O -2.96063 -1.53357 -0.99598
9 O 2.28558 -0.73541 2.59866
10 O 1.16371 2.07493 -3.81664
11 C 1.64109 1.68896 -2.57849
12 C -4.71355 -3.69887 -1.13352
13 C 1.62436 0.50492 2.93145
14 C 1.79301 -1.43308 1.58031
15 C 2.02379 -3.85477 0.93826
16 C 3.01659 2.99686 -0.02554
17 C 3.52373 2.09407 -1.08127
18 C 0.04066 1.47526 -4.42143
19 C -4.17227 -1.45158 -0.57623
20 C -4.04813 0.79111 0.20537
21 C -3.04266 0.86368 1.36894
22 C 2.62368 1.39071 3.65876
23 H -2.68028 1.87394 1.55907
24 H 3.56325 2.90426 0.91291
25 H -0.76298 1.06541 -3.80965
26 H 4.60289 2.23046 -1.15144
27 H 3.28842 1.09185 -0.72309
28 H 1.21859 -3.56531 0.26300
29 H -4.02285 -4.15505 -0.42433
30 H 0.40865 0.76673 -5.16351
31 H 0.81991 0.30312 3.63872
32 H -5.64676 -4.25076 -1.24590
33 H 1.75963 -4.46564 1.80149
34 H -3.50148 0.53259 2.30059
35 H -2.13786 0.29412 1.15673
36 H 2.81377 1.09272 4.68987
37 H 2.01000 2.64423 0.19926
38 H 3.62994 1.33223 3.24390
39 H 2.78698 -4.32470 0.31793
40 H 1.17606 1.03593 2.09172
41 H 2.28901 2.42437 3.74612
42 H 2.94347 4.03487 -0.35003
43 H -0.43328 2.17158 -5.11325
44 H -4.80237 1.57050 0.31392
45 H -4.17508 -3.57820 -2.07351
46 H -3.48459 0.93157 -0.71702

Atoms 1-2, force components in eV/Å:
-0.192 0.081 -0.003
-0.867 0.108 -0.757

Frontier orbital gap (alpha / beta) = 2.84 / 11.24 eV
Multiplicity = 2
HOMO energy (alpha / beta) = -2.5 / -11.0 eV
LUMO energy (alpha / beta) = 0.33 / 0.23 eV

# 2
DFT (the ωB97M-V functional and the def2-TZVPD basis) results for the molecule C3H3N3O2.

Atoms and positions in Å:
1 O -2.34218 -0.62948 0.35838
2 O -1.63431 1.97422 -0.28474
3 N 0.70656 1.58115 0.25257
4 N -0.08780 -1.14396 -0.21578
5 N -0.98044 -0.23040 0.01824
6 C -0.74585 1.22403 -0.12854
7 C 1.19137 -0.70679 -0.21090
8 C 1.60819 0.61137 0.24035
9 H 1.85642 -1.62989 -0.52019
10 H -2.43852 -1.70285 0.03978
11 H 2.86657 0.65259 0.45082

Atoms 1-2, force components in eV/Å:
1.527 -3.552 -1.945
-0.252 0.790 -0.393

Frontier orbital gap = 8.80 eV
Energy relative to the best compared isomer or geometry (same formula, charge and spin) = 136.9 kcal/mol
HOMO energy = -9.3 eV
LUMO energy = -0.47 eV
SMILES = O=c1nccnn1O

# 3
DFT (the ωB97M-V functional and the def2-TZVPD basis) results for the ion C5H12N2O with charge -1.

Atoms and positions in Å:
1 O -1.90341 0.47613 2.66524
2 N 1.83173 -1.70705 -2.52898
3 N 0.97568 0.29161 1.16365
4 C -0.65814 0.60410 -0.76831
5 C -1.24890 1.25396 1.67931
6 C 0.96268 -1.22003 -1.56780
7 C 0.26476 -0.08832 -1.74432
8 C -0.45911 0.30486 0.76451
9 H -1.74267 0.44714 -0.98562
10 H -0.32086 1.62466 -0.92448
11 H 0.99171 -1.81431 -0.64919
12 H -1.41831 0.17207 3.44266
13 H -0.83867 -0.72884 0.81951
14 H 1.49483 1.02847 0.70225
15 H -1.99399 1.73138 1.06987
16 H 2.56801 -2.32566 -2.19064
17 H 1.38286 -0.58646 0.88951
18 H 2.12461 -1.26381 -3.38136
19 H -0.49123 1.89901 2.12441
20 H 0.23586 0.43037 -2.68726

Atoms 1-2, force components in eV/Å:
-1.519 0.096 0.610
0.421 -1.425 0.457

Total charge = -1
Frontier orbital gap (alpha / beta) = 2.26 / 7.54 eV
Energy relative to the best compared isomer or geometry (same formula, charge and spin) = 45.7 kcal/mol
Multiplicity = 2
HOMO energy (alpha / beta) = 1.3 / -4.0 eV
LUMO energy (alpha / beta) = 3.55 / 3.53 eV

# 4
DFT (the ωB97M-V functional and the def2-TZVPD basis) results for the molecule C5H9NO.

Atoms and positions in Å:
1 O -1.60800 -1.02890 0.76261
2 N 0.79931 2.81646 -0.57219
3 C -0.58521 -0.51776 -1.49888
4 C 1.30851 -0.27945 0.91478
5 C 0.10337 0.66530 0.74914
6 C 0.50186 1.88072 0.03833
7 C -1.03641 -0.03158 -0.05220
8 H -1.41710 -0.60316 -2.22840
9 H 1.64904 -0.63345 -0.06074
10 H -0.15249 -1.50492 -1.38885
11 H -1.78533 0.59962 -0.47680
12 H -0.88636 -1.58527 1.08739
13 H 2.14305 0.22274 1.40836
14 H -0.21958 0.97501 1.75730
15 H 0.13104 0.17557 -1.97043
16 H 1.05430 -1.15094 1.53058

Atoms 1-2, force components in eV/Å:
0.003 -0.024 -0.310
-0.243 -0.792 0.569

Frontier orbital gap = 11.33 eV
Energy relative to the best compared isomer or geometry (same formula, charge and spin) = 34.1 kcal/mol
HOMO energy = -10.7 eV
LUMO energy = 0.66 eV
SMILES = C[C@@H](O)[C@@H](C)C#N

# 5
DFT (the ωB97M-V functional and the def2-TZVPD basis) results for a structure of composition C23H22BF5GaN9Se.

Atoms and positions in Å:
1 Se 0.05828 -0.36197 0.99494
2 Ga -0.17898 1.56292 -0.53202
3 F -1.28219 -2.90924 1.55396
4 F 0.22644 -5.73829 4.98878
5 F 3.35899 -3.27666 2.52782
6 F 2.79780 -5.03955 4.44203
7 F -1.80443 -4.65872 3.50621
8 N -2.10202 1.21626 0.09728
9 N 2.09532 0.26234 0.36141
10 N 1.79702 1.18398 -0.59971
11 N -0.38846 -0.90341 -1.94648
12 N -0.25265 3.43982 -0.77126
13 N -0.52572 0.44957 -2.18560
14 N 0.21737 5.53588 0.33169
15 N 1.95426 6.54860 1.77012
16 N -1.94181 0.20849 1.00000
17 C -3.04196 0.08261 1.74546
18 C 2.92162 2.87428 -2.01499
19 C 4.05992 -0.51088 1.66052
20 C -0.94979 -0.66252 -4.07174
21 C -3.95956 1.03190 1.29496
22 C -1.06520 1.96127 -4.02870
23 C 0.03829 4.42484 -0.17422
24 C 1.16651 6.05594 1.08641
25 C -0.85778 0.60823 -3.44182
26 C 2.93022 1.79263 -0.98281
27 C 3.97918 1.25132 -0.25711
28 C -0.52768 -4.29264 3.27626
29 C -3.32711 1.72578 0.26584
30 C 3.40679 0.29395 0.58974
31 C -0.58085 -3.06878 -3.21608
32 C -3.82422 2.84779 -0.58608
33 C 1.79604 -4.47634 3.74447
34 C -0.64421 -1.58520 -3.12082
35 C 0.49265 -4.84568 4.02549
36 C -0.19197 -3.37081 2.30186
37 C -3.13847 -0.88791 2.87519
38 C 1.06161 -2.90329 2.01869
39 C 2.03272 -3.53524 2.75620
40 B -0.03521 -1.47339 -0.68013
41 H -4.60085 2.49807 -1.26739
42 H -4.24930 3.64010 0.02884
43 H -0.85156 -3.37297 -4.22407
44 H -3.47720 -1.86506 2.53231
45 H -3.83997 -0.51952 3.62118
46 H 3.75172 2.75157 -2.70912
47 H -1.18810 -0.85977 -5.10313
48 H 1.98786 2.85679 -2.57663
49 H -2.16384 -1.02680 3.34140
50 H -0.32620 2.14845 -4.80823
51 H 3.33661 -0.78913 2.42203
52 H 0.42408 -3.43005 -2.99714
53 H 5.02143 1.52156 -0.31062
54 H 3.01631 3.85765 -1.55112
55 H 4.49163 -1.42913 1.26579
56 H -3.00760 3.26506 -1.17390
57 H 0.28679 -2.60313 -0.63974
58 H -0.97325 2.73193 -3.26491
59 H -2.05382 2.02683 -4.48255
60 H -4.95024 1.20445 1.68284
61 H -1.26262 -3.53945 -2.50854
62 H 4.85736 0.07466 2.11695

Atoms 1-2, force components in eV/Å:
-0.148 1.094 0.548
0.018 0.025 -0.296

Frontier orbital gap = 6.12 eV
HOMO energy = -7.5 eV
LUMO energy = -1.37 eV

# 6
DFT (the ωB97M-V functional and the def2-TZVPD basis) results for the ion CH4N5O2 with charge +1.

Atoms and positions in Å:
1 O 0.20808 -2.22577 0.10165
2 O 1.63948 -1.95619 0.26261
3 N -1.03396 1.00727 -0.95954
4 N -0.33509 0.66182 0.05665
5 N -0.06727 1.66658 1.06728
6 N -0.91738 -1.06475 -1.68052
7 N -1.37958 0.20239 -1.84280
8 C -0.39106 -1.43335 -0.67945
9 H 0.88194 2.11201 0.82119
10 H -0.70208 2.36392 0.97293
11 H -0.02463 1.35381 2.01228
12 H 2.12153 -2.68774 -0.13226

Atoms 1-2, force components in eV/Å:
0.012 -0.630 0.157
-0.547 1.653 0.295

Total charge = +1
Frontier orbital gap (alpha / beta) = 9.21 / 9.21 eV
Energy relative to the best compared isomer or geometry (same formula, charge and spin) = 69.1 kcal/mol
HOMO energy (alpha / beta) = -14.3 / -14.3 eV
LUMO energy (alpha / beta) = -5.12 / -5.12 eV

# 7
DFT (the ωB97M-V functional and the def2-TZVPD basis) results for the molecule C5H7N.

Atoms and positions in Å:
1 N 1.56435 0.94134 0.04730
2 C 1.35156 0.03718 1.13317
3 C 0.27498 -0.69396 0.85385
4 C -1.70691 -0.04278 -0.67841
5 C 0.68506 0.88692 -0.94790
6 C -0.20476 -0.27122 -0.51359
7 H -2.07181 0.72056 0.01647
8 H 0.09496 -1.05660 -1.23166
9 H 2.02238 0.02892 1.98437
10 H 2.33798 1.59325 0.04507
11 H -1.92533 0.29140 -1.69657
12 H -0.16023 -1.46710 1.47537
13 H -2.26223 -0.96791 -0.48747

Atoms 1-2, force components in eV/Å:
-0.055 0.127 -0.232
-0.143 -0.122 -0.015

Frontier orbital gap = 9.37 eV
Energy relative to the best compared isomer or geometry (same formula, charge and spin) = 52.5 kcal/mol
HOMO energy = -8.4 eV
LUMO energy = 0.98 eV

Record order is preserved below.
Max |F|: 4.43, 4.63, 2.55, 2.09, 1.23, 4.97, 0.54 eV/Å